Entry A
Molecular formula: C19H20N4O3
Method: DFT, ωB97M-V/def2-TZVPD

Structure (XYZ):
```
46
Properties=species:S:1:pos:R:3:mulliken_charge:R:1
O -1.9541 5.9553 -0.6469 -0.663
O 1.1382 -1.5013 4.3404 -0.513
O -0.9212 4.8632 0.9877 -0.734
N -0.1124 0.1824 -0.7432 -0.452
N -0.1492 2.4472 1.0700 0.084
N -1.2742 4.9118 -0.1562 0.967
N -0.6467 0.2978 -2.9110 -0.826
C 1.2334 1.6000 2.8062 -1.451
C -0.0790 1.3987 2.1076 0.129
C -1.3597 3.7615 -2.1881 -0.220
C -0.7145 0.2609 2.0337 -1.339
C -0.9270 -1.6905 -1.7768 -1.346
C -1.1579 3.6986 -0.8866 -0.918
C -0.2011 -0.6248 2.8915 0.916
C 1.7252 -2.2989 -1.7430 -0.724
C -0.0035 -0.4438 -2.0979 1.563
C 0.3814 -2.8138 4.5077 -1.305
C -0.9051 1.5548 -2.3044 0.973
C -0.2313 -2.9227 -2.7914 -1.054
C -0.3904 1.3999 -1.0019 0.174
C -0.5322 2.7011 -0.0193 0.513
C 1.2818 -1.1111 -2.3533 -1.441
C -1.4727 2.5825 -2.9265 -0.571
C 0.7464 -0.5729 3.6377 0.935
C 0.7821 -3.5086 -2.1821 -0.597
C 1.5578 0.5245 3.6528 -0.746
H 2.8683 -2.3900 -1.6963 0.400
H 0.4909 -3.1744 3.5373 0.498
H -0.9462 -1.6490 2.8881 0.030
H -1.4879 2.7542 -4.0843 0.275
H -1.9457 -1.3930 -1.7689 0.545
H -1.2634 -3.8029 -2.4502 0.139
H 1.4342 -1.0439 -3.3483 0.689
H 1.6004 -2.1042 -0.6228 0.097
H -0.4575 3.2754 1.5908 0.522
H 2.0295 -0.1865 -2.2528 0.363
H -1.5351 0.1113 1.3561 0.498
H -2.1188 4.5965 -2.5454 0.305
H 0.9527 -3.3054 5.2045 0.320
H -0.5305 -2.5340 -3.6103 0.740
H 0.8870 -4.1844 -1.5283 0.562
H 1.6618 2.3791 2.7112 0.986
H -0.4712 -2.8120 4.7945 0.518
H -0.8125 -2.0614 -0.8336 0.524
H 2.2731 0.7025 4.3819 0.462
H 1.5565 -3.8298 -3.0296 0.172
```

Summary:
Charge: 0
Gap between HOMO and LUMO (eV): 6.69
HOMO level (eV): -7.53


Entry B
Molecular formula: C19H20N4O3
Method: DFT, ωB97M-V/def2-TZVPD

Structure (XYZ):
```
46
Properties=species:S:1:pos:R:3:mulliken_charge:R:1
O 5.4113 -1.5034 0.3053 -0.335
O 4.8200 1.8140 -0.8910 -0.700
O -0.9424 -0.7462 1.4534 -0.815
N -3.4993 -0.2861 0.3276 0.169
N -4.5131 1.3209 -0.8368 -0.833
N 0.6298 0.4231 0.3700 0.165
N 3.4357 0.6949 0.4835 0.091
C 6.4282 -2.2798 -0.0944 -0.427
C 1.2625 1.6072 -0.1651 -0.526
C -7.3021 -1.1049 -0.8994 -0.392
C 5.4449 -0.3753 -0.4472 0.404
C -2.2162 1.8350 -0.1138 -0.278
C 4.5393 0.7765 -0.3083 0.530
C -4.7450 -0.7699 0.0251 0.356
C -3.4251 0.9645 -0.2153 0.336
C -6.6719 0.0881 -1.1845 -0.698
C 1.4844 -0.7440 0.2696 -0.902
C 7.1297 -1.6847 -1.0986 -0.536
C -0.5466 0.3293 1.0219 1.030
C -5.3745 0.2595 -0.7159 0.582
C 2.8031 -0.4908 1.0117 -0.681
C -5.3847 -1.9651 0.3085 -0.730
C 2.5798 1.8595 0.5792 -1.242
C -1.3940 1.5806 1.1593 -1.280
C 6.4976 -0.4458 -1.3274 -0.347
C -6.6721 -2.1134 -0.1669 -0.496
H 2.5907 -0.3268 2.0747 0.228
H 1.4843 1.4338 -1.2250 0.176
H -7.1578 0.8673 -1.7495 0.420
H -2.7722 -0.7522 0.8574 0.104
H 2.3763 2.0611 1.6364 0.273
H -8.3109 -1.2696 -1.2494 0.369
H -1.5935 1.6809 -1.0010 0.273
H 7.9864 -2.0769 -1.6061 0.451
H -7.2074 -3.0306 0.0310 0.374
H 6.7649 0.3078 -2.0384 0.526
H 3.1106 2.7036 0.1364 0.510
H -2.0731 1.4233 1.9997 0.415
H 0.6161 2.4776 -0.0882 0.546
H -2.5652 2.8687 -0.1369 0.299
H 6.5481 -3.2206 0.4063 0.468
H 3.4510 -1.3565 0.9158 0.526
H -4.8954 -2.7433 0.8750 0.418
H 1.6882 -0.9486 -0.7873 0.267
H -0.7755 2.4475 1.3892 0.440
H 0.9548 -1.5902 0.7094 0.475
```

Summary:
Structure (SMILES): O=C(CCc1nc2ccccc2[nH]1)N1CCN(C(=O)c2ccco2)CC1
Charge: 0
Gap between HOMO and LUMO (eV): 8.69
HOMO level (eV): -8.18


Which structure wins on stability? entry B wins.


Entry A
Molecular formula: C8H13N2
Method: DFT, ωB97M-V/def2-TZVPD

Structure (XYZ):
```
23
Properties=species:S:1:pos:R:3:mulliken_charge:R:1
N 1.1376 -0.0910 -0.1623 -0.552
N 0.8605 1.8459 0.7749 -0.043
C 3.2454 1.2017 -0.0198 -1.030
C -0.8654 -1.2741 -2.1729 -1.225
C -0.4203 1.3942 0.6835 -0.829
C 1.7633 0.9547 0.1641 0.237
C -0.2536 0.1559 0.0883 1.049
C -1.1579 -1.1351 0.3362 -0.034
C -2.0132 -1.1346 1.6056 -1.162
C -1.3241 -0.5032 -0.9146 0.002
H -2.9605 -1.6767 1.3867 0.320
H -1.1510 -0.6954 -3.0112 0.397
H 3.7165 0.4632 0.6914 0.283
H -1.4943 -1.5926 2.4819 0.348
H -2.1493 -0.0778 1.9319 0.268
H 3.4274 2.1949 0.2423 0.382
H -1.2246 1.8606 1.0136 0.654
H 3.4973 0.8638 -1.0604 0.307
H -1.3366 -2.2648 -2.1781 0.324
H 1.1343 2.8091 0.9769 0.270
H 0.2574 -1.4421 -1.9088 0.299
H -0.5040 -2.0613 0.2939 0.384
H -2.1850 0.2047 -1.2431 0.353
```

Summary:
Structure (SMILES): CC1=NC2(C=[NH+]1)[C@@H](C)[C@@H]2C
Charge: +1
Gap between HOMO and LUMO (eV): 9.64
HOMO level (eV): -14.33


Entry B
Molecular formula: C8H13N2
Method: DFT, ωB97M-V/def2-TZVPD

Structure (XYZ):
```
23
Properties=species:S:1:pos:R:3:mulliken_charge:R:1
N 0.4589 0.8434 0.4996 -0.563
N 0.4706 -0.7555 1.9949 0.002
C 0.0094 -0.2885 -0.1052 1.262
C 0.7236 0.5908 1.7150 0.250
C 0.1857 -0.3358 -1.6986 0.071
C 0.0967 -1.3452 0.8359 -0.511
C -1.8110 1.2421 -1.1474 -1.609
C 1.1829 1.5389 2.8008 -1.107
C 0.6063 -1.6468 -2.3365 -1.504
C -1.1529 -0.0687 -1.1163 -0.439
H -2.2421 1.3433 -2.0861 0.408
H -0.1800 -2.2912 0.8043 0.650
H 0.5119 2.3263 2.8326 0.344
H -2.6388 1.3020 -0.5634 0.448
H 0.4253 -1.0800 2.8886 0.180
H -0.9498 1.9586 -0.8651 0.328
H -0.1369 -2.5594 -2.4238 0.291
H -1.8380 -0.8123 -1.1765 0.486
H 2.1752 1.8056 2.5677 0.304
H 1.4336 -1.9875 -1.8493 0.459
H 0.8107 -1.3932 -3.4057 0.393
H 1.1367 1.0536 3.7913 0.361
H 0.7220 0.5595 -1.9568 0.497
```

Summary:
Structure (SMILES): CC1=NC2(C=[NH+]1)[C@@H](C)[C@@H]2C
Charge: +1
Gap between HOMO and LUMO (eV): 9.59
HOMO level (eV): -14.33


Which structure wins on stability? entry A wins.


Entry A
Molecular formula: C4H10NS
Method: DFT, ωB97M-V/def2-TZVPD

Structure (XYZ):
```
16
Properties=species:S:1:pos:R:3:mulliken_charge:R:1
S 2.3974 1.1467 0.5001 -0.681
N -0.6208 1.1431 -0.5768 -0.488
C -1.3716 -1.0907 -1.3130 -0.181
C 2.0331 2.0530 2.0289 -0.745
C -0.9304 -0.1945 -0.3980 -0.084
C -1.1120 -2.5592 -1.1241 -1.016
H 1.0286 1.8252 2.3916 0.208
H 0.3053 1.3566 -0.1459 -0.018
H -0.7333 -3.0589 -2.0191 0.278
H -0.8960 1.5568 -1.4453 0.182
H -2.0416 -0.7130 -2.0881 0.277
H -1.9754 -3.1871 -0.8361 0.233
H 2.7638 1.7783 2.8001 0.227
H -0.3955 -2.6651 -0.3076 0.299
H -0.5984 -0.5314 0.5775 0.297
H 2.1468 3.1401 1.9558 0.213
```

Summary:
Charge: -1
Gap between HOMO and LUMO (eV): 6.58
HOMO level (eV): -2.58


Entry B
Molecular formula: C4H10NS
Method: DFT, ωB97M-V/def2-TZVPD

Structure (XYZ):
```
16
Properties=species:S:1:pos:R:3:mulliken_charge:R:1
S -1.7274 1.4188 -0.5050 -0.636
N 1.4260 -1.0502 0.5517 -0.509
C 0.0532 -0.7376 0.0777 0.478
C -0.0783 0.7109 -0.3625 -0.933
C 1.9458 -0.1398 1.5608 -1.003
C -0.2328 -1.6701 -1.0893 -1.417
H -0.6464 -0.9185 0.9122 0.259
H -0.2484 -2.7095 -0.7343 0.353
H 1.4037 -1.9740 0.9658 0.259
H 0.5470 1.3479 0.2672 0.234
H 1.2078 0.3359 2.2113 0.345
H 2.5630 0.6484 1.1180 0.272
H 2.6625 -0.6733 2.1891 0.353
H 0.5500 -1.5598 -1.8361 0.353
H 0.5222 0.8153 -1.2811 0.252
H -1.1667 -1.4159 -1.5865 0.338
```

Summary:
Structure (SMILES): CN[C@H](C)C[S-]
Charge: -1
Gap between HOMO and LUMO (eV): 5.98
HOMO level (eV): -2.19


Which structure wins on stability? entry B wins.


Entry A
Molecular formula: C2H4N2S
Method: DFT, ωB97M-V/def2-TZVPD

Structure (XYZ):
```
9
Properties=species:S:1:pos:R:3:mulliken_charge:R:1
S 1.9538 0.3121 1.3427 -0.141
N 0.9267 1.4480 0.4521 -0.285
N -0.3831 1.0225 0.6845 -0.213
C 1.1704 0.1891 -0.2185 0.043
C -0.2208 -0.2748 0.0086 -0.373
H 1.9123 0.2074 -1.2807 0.275
H -0.1236 -1.3785 0.4319 0.185
H -0.7430 1.2222 1.6121 0.267
H -0.9169 -0.3253 -0.8245 0.242
```

Summary:
Charge: 0
Gap between HOMO and LUMO (eV): 9.45
HOMO level (eV): -8.77


Entry B
Molecular formula: C2H4N2S
Method: DFT, ωB97M-V/def2-TZVPD

Structure (XYZ):
```
9
Properties=species:S:1:pos:R:3:mulliken_charge:R:1
S -0.6372 -1.8948 1.8262 -0.012
N 1.3950 -0.6578 0.3801 -0.472
N -0.1876 -1.9937 0.2721 -0.305
C -0.9707 -0.8309 0.3734 -0.083
C 0.1374 0.2088 0.2739 -0.186
H -1.9907 -0.8314 -0.0276 0.379
H 0.1745 1.0766 0.9667 0.262
H 1.9992 -0.9059 -0.3913 0.215
H -0.1577 0.6222 -0.6928 0.203
```

Summary:
Charge: 0
Gap between HOMO and LUMO (alpha / beta) (eV): 8.50 / 8.82
HOMO level (alpha / beta) (eV): -8.44 / -9.06


Which structure wins on stability? entry A wins.